53
Properties=species:S:1:pos:R:3:nbo_charge:R:1 method="wB97M-V/def2-TZVPD" total_energy_ha=-1097.81101 homo_energy_ev=-8.4 total_charge=0 smiles=CC(C)(C)N(CC#CCC1(O)c2ccccc2-c2ccccc21)CCO orbital_gap_ev=8.95 de_lowest_kj_mol=260.5
C -3.3180 -1.2188 3.3200 -0.623
H -4.3213 -1.2837 2.9051 0.210
H -2.8428 -0.3017 2.9809 0.215
H -3.4054 -1.1709 4.4028 0.217
C -2.4864 -2.4499 2.9407 0.148
N -2.5331 -2.6773 1.4871 -0.479
C -1.6078 -3.6783 0.9704 -0.253
H -1.2896 -4.3356 1.7780 0.206
H -0.7120 -3.2239 0.5249 0.197
C -2.3298 -4.5439 -0.0729 -0.061
O -3.5277 -5.0569 0.4494 -0.726
H -3.9059 -4.3420 0.9834 0.477
H -1.7059 -5.3955 -0.3542 0.180
H -2.5367 -3.9591 -0.9826 0.145
C -2.5781 -1.5103 0.6158 -0.310
C -1.3805 -0.6784 0.6296 0.036
C -0.3657 -0.0400 0.6714 -0.043
C 0.8615 0.7261 0.7003 -0.471
H 1.5670 0.2393 1.3792 0.240
H 0.6646 1.7408 1.0571 0.243
C 1.5269 0.8073 -0.6938 0.211
C 2.7571 1.6927 -0.5978 -0.057
C 3.9295 1.4605 0.0867 -0.192
C 4.9199 2.4343 0.0538 -0.211
C 4.7284 3.6161 -0.6442 -0.206
C 3.5515 3.8510 -1.3389 -0.211
C 2.5654 2.8797 -1.3183 0.031
C 1.2681 2.8168 -1.9780 -0.087
C 0.6392 3.7118 -2.8261 -0.194
C -0.5906 3.3638 -3.3632 -0.204
C -1.1761 2.1434 -3.0662 -0.210
C -0.5533 1.2435 -2.2102 -0.218
C 0.6618 1.5917 -1.6623 0.037
H -1.0067 0.2932 -1.9756 0.229
H -2.1291 1.8877 -3.5053 0.214
H -1.0957 4.0499 -4.0275 0.214
H 1.0977 4.6589 -3.0683 0.211
H 3.4102 4.7708 -1.8864 0.211
H 5.5093 4.3625 -0.6510 0.214
H 5.8486 2.2687 0.5798 0.214
H 4.0791 0.5376 0.6276 0.220
O 1.8034 -0.5194 -1.0975 -0.702
H 2.1769 -0.5004 -1.9847 0.478
H -3.4491 -0.8998 0.8652 0.228
H -2.7233 -1.8785 -0.4060 0.224
C -1.0614 -2.2447 3.4846 -0.643
H -0.5642 -1.4483 2.9370 0.224
H -1.1065 -1.9696 4.5355 0.211
H -0.4649 -3.1489 3.3982 0.206
C -3.1329 -3.6667 3.6231 -0.613
H -3.0796 -3.5563 4.7032 0.208
H -4.1791 -3.7456 3.3360 0.208
H -2.6368 -4.5946 3.3542 0.213

73
Properties=species:S:1:pos:R:3:mulliken_charge:R:1 method="wB97M-V/def2-TZVPD" total_energy_ha=-4144.69734 homo_energy_ev=-8.6 total_charge=0 orbital_gap_ev=8.16 de_lowest_kj_mol=152.2
Ca 13.0085 11.3636 9.6025 1.477
O 12.2799 12.4944 5.6049 -0.746
C 12.7687 12.3994 6.7027 0.384
N 12.2046 12.6124 7.8830 -0.367
C 10.8373 13.0187 8.0280 -0.040
O 10.0147 13.2951 7.2117 -0.542
C 10.3909 13.1802 9.4927 0.576
C 9.2371 13.9384 9.8394 -0.556
C 8.9553 14.2509 11.1545 -0.393
C 9.7921 13.7036 12.1653 -0.659
C 10.8790 12.8911 11.7687 -0.418
N 11.2140 12.7405 10.4767 -0.192
C 14.2442 12.0592 6.7827 0.612
C 14.8964 11.7604 5.6115 -0.520
C 16.2273 11.4368 5.6983 -0.381
C 16.8749 11.5088 6.9453 -0.609
C 16.1153 11.9316 8.0557 -0.360
N 14.8381 12.1754 7.9774 -0.374
H 8.5612 14.3140 9.1011 0.468
H 8.2135 14.9950 11.3701 0.427
H 9.6179 13.9863 13.2033 0.385
H 11.6249 12.5475 12.4667 0.512
H 14.3508 11.6602 4.6725 0.443
H 16.8560 11.2092 4.8288 0.420
H 17.9328 11.3905 6.9238 0.498
H 16.5910 12.0870 9.0325 0.439
F 14.3904 9.4193 14.1412 -0.205
C 13.7443 8.7714 13.1614 0.518
F 12.4651 9.0860 13.2345 -0.189
F 13.9692 7.4510 13.1550 -0.171
S 14.4286 9.4856 11.5855 1.284
O 13.6418 9.0267 10.4705 -0.412
O 14.2300 10.9144 11.8237 -0.955
N 15.9294 9.0779 11.6233 -0.505
S 16.5288 7.6586 11.0543 1.018
O 15.5770 6.6547 10.9779 -0.555
O 17.7840 7.3449 11.6658 -0.641
C 16.8641 8.0928 9.2643 0.602
F 15.8650 8.6486 8.6072 -0.136
F 17.9695 8.9098 9.2102 -0.248
F 17.1824 6.9668 8.7417 -0.216
C 9.7893 6.3419 6.8560 -0.900
C 11.2215 5.8026 7.3096 -0.976
C 12.1885 6.6760 8.1196 -0.238
C 12.7594 7.8476 7.3468 -0.523
N 11.7184 8.8152 6.7696 0.217
C 10.8421 9.5687 7.3689 -0.263
S 10.8720 9.6527 9.1044 -0.431
N 10.0011 10.2895 6.6683 1.077
C 10.0887 10.3995 5.1872 -0.502
C 8.9447 11.1221 4.5643 -1.078
C 7.5612 10.7168 5.1040 -0.715
C 7.2225 11.3587 6.5567 -0.749
H 9.0726 5.5202 6.7677 0.411
H 9.8361 6.8096 5.8922 0.214
H 9.3954 7.0976 7.5428 0.199
H 11.6210 5.5012 6.3447 0.353
H 11.0195 4.8555 7.8174 0.436
H 13.0727 5.9899 8.2881 0.396
H 11.6440 6.7741 9.0604 0.203
H 13.2502 7.4931 6.4262 0.559
H 13.4762 8.3343 8.0511 -0.186
H 11.5346 8.7543 5.7894 0.280
H 9.4641 11.0306 7.1396 -0.349
H 10.0882 9.4107 4.7465 0.476
H 11.0025 10.9412 4.8967 0.072
H 9.0258 11.2026 3.4782 0.512
H 8.9683 12.1609 4.8392 0.336
H 7.5664 9.6561 5.0385 0.337
H 6.8840 11.1369 4.3871 0.424
H 7.4860 10.6220 7.3099 0.157
H 6.1600 11.4007 6.6272 0.438
H 7.8279 12.3449 6.6756 0.137

60
Properties=species:S:1:pos:R:3:nbo_charge:R:1 method="wB97M-V/def2-TZVPD" total_energy_ha=-2116.82239 homo_energy_ev=-7.7 total_charge=0 orbital_gap_ev=7.14 de_lowest_kj_mol=41.3
Ir 1.0977 1.0489 0.1350 0.498
O 0.2227 -4.4331 -0.0459 -0.698
C -1.0478 -4.2411 0.3574 0.355
C -1.9643 -5.2744 0.1583 -0.293
C -3.2815 -5.1168 0.5409 -0.174
C -3.7111 -3.9319 1.1334 -0.291
C -2.8012 -2.9139 1.3442 -0.088
C -1.4644 -3.0441 0.9662 -0.247
C -0.4827 -1.9394 1.1765 0.605
O 0.6562 -2.0110 0.6529 -0.736
N -0.8745 -0.9584 1.9895 -0.454
N -0.0790 0.1062 1.9040 -0.213
C 0.0861 0.7706 2.9956 -0.035
C 0.9282 1.9352 2.9733 0.188
C 1.1762 2.6768 4.1302 -0.226
C 1.9159 3.8350 4.0519 -0.141
C 2.3724 4.2443 2.8026 -0.266
C 2.1065 3.4526 1.7088 0.079
N 1.4347 2.2956 1.7808 -0.421
H 0.6776 -3.5619 0.1355 0.514
H -1.6138 -6.1903 -0.3002 0.219
H -3.9839 -5.9244 0.3745 0.209
H -4.7449 -3.8109 1.4284 0.210
H -3.1031 -1.9880 1.8147 0.222
H -0.3904 0.4465 3.9133 0.204
H 0.7674 2.3274 5.0679 0.230
H 2.1209 4.4207 4.9378 0.226
H 2.9179 5.1668 2.6675 0.231
H 2.4306 3.7676 0.7287 0.213
C 0.1214 -3.9908 -3.5093 -0.647
C 0.3730 -2.6721 -2.8477 0.074
C 1.6504 -2.2396 -2.5197 -0.207
C 1.8295 -1.0467 -1.8493 0.061
N 0.8169 -0.2495 -1.4870 -0.446
C -0.4185 -0.6667 -1.8054 0.080
C -0.6754 -1.8316 -2.4902 -0.255
H 1.0497 -4.4596 -3.8312 0.220
H -0.5324 -3.8743 -4.3746 0.224
H -0.3726 -4.6577 -2.8009 0.250
H 2.5181 -2.8395 -2.7597 0.218
H 2.8257 -0.7206 -1.5860 0.222
H -1.2295 -0.0395 -1.4773 0.222
H -1.7016 -2.0999 -2.7053 0.229
Cl 3.9915 0.7499 0.0587 -0.135
C 2.7251 1.7781 -0.7954 -0.551
H 2.8280 1.5994 -1.8670 0.194
H 3.0386 2.8027 -0.6069 0.178
C -1.8178 2.1975 -1.6556 -1.143
Si -0.2865 2.7223 -0.6738 1.497
C -1.0505 3.7553 0.7163 -1.142
C 0.6389 3.8988 -1.8303 -1.146
H -2.4766 3.0704 -1.6809 0.238
H -2.3856 1.3883 -1.1947 0.227
H -1.5926 1.9259 -2.6895 0.234
H -1.6628 4.5447 0.2712 0.232
H -0.3349 4.2337 1.3851 0.223
H -1.7096 3.1298 1.3255 0.237
H -0.0734 4.5139 -2.3870 0.236
H 1.2357 3.3436 -2.5575 0.233
H 1.3093 4.5792 -1.2982 0.223

65
Properties=species:S:1:pos:R:3:nbo_charge:R:1 method="wB97M-V/def2-TZVPD" total_energy_ha=-2159.67836 homo_energy_ev=-7.0 total_charge=0 orbital_gap_ev=6.76 de_lowest_kj_mol=175.2
Sr -1.4914 0.4355 -0.1935 1.785
C -2.6231 -4.9156 3.6696 -0.608
C -2.6592 -3.4158 3.9353 -0.226
N -3.2369 -2.7177 2.8163 -0.582
C -2.6554 -1.7214 2.1247 0.316
S -3.5863 -1.1192 0.8271 -0.509
N -1.4550 -1.3442 2.5308 -0.500
N -0.9625 -0.2173 2.0289 -0.321
C 0.1987 0.1870 2.4471 0.158
C 1.0299 -0.6538 3.3741 -0.671
C 0.6272 1.4929 1.9827 0.196
C 1.6155 2.2540 2.6270 -0.257
C 1.9504 3.4951 2.1219 -0.159
C 1.2872 3.9739 1.0015 -0.251
C 0.2948 3.1798 0.4499 0.077
N -0.0236 1.9892 0.9172 -0.536
H -2.1985 -5.4292 4.5260 0.210
H -2.0184 -5.1211 2.7905 0.208
H -3.6264 -5.2990 3.4964 0.200
H -1.6518 -3.0218 4.0660 0.232
H -3.2378 -3.2085 4.8444 0.184
H -4.1409 -3.0185 2.4840 0.406
H 1.5089 -1.4511 2.8041 0.232
H 0.3771 -1.1227 4.1068 0.249
H 1.7996 -0.0829 3.8789 0.206
H 2.1082 1.8849 3.5156 0.221
H 2.7284 4.0825 2.5893 0.220
H 1.5373 4.9331 0.5784 0.227
H -0.2744 3.5265 -0.4035 0.206
C -1.2429 -3.1537 -1.0808 -0.422
N -0.3991 -1.9761 -1.2598 -0.489
C 0.9602 -2.3024 -0.8524 -0.432
C -0.4447 -1.5891 -2.6695 -0.229
C 0.0389 -0.1717 -2.9709 -0.237
N -0.8426 0.7710 -2.3387 -0.809
C -1.1040 1.9455 -2.8684 0.113
C -2.1095 2.7357 -2.2493 0.198
F -2.6389 2.2474 -1.0641 -0.375
C -2.5947 3.9120 -2.7618 0.371
F -3.5859 4.5548 -2.1082 -0.313
C -2.0909 4.4472 -3.9371 -0.432
C -1.0276 3.7694 -4.5176 0.355
F -0.4562 4.2979 -5.6205 -0.314
C -0.5366 2.5847 -4.0157 0.248
F 0.5578 2.0441 -4.6206 -0.332
H -1.0053 -3.9481 -1.8068 0.169
H -2.2869 -2.8627 -1.1954 0.222
H -1.1060 -3.5559 -0.0780 0.204
H 0.9713 -2.5941 0.1987 0.203
H 1.5966 -1.4300 -0.9712 0.217
H 1.3670 -3.1381 -1.4449 0.170
H -1.4908 -1.6328 -2.9804 0.204
H 0.1265 -2.3062 -3.2829 0.172
H 0.0396 -0.0695 -4.0619 0.200
H 1.0645 -0.0313 -2.6168 0.180
H -2.4838 5.3493 -4.3687 0.245
N 5.1305 0.6560 0.1163 -0.518
C 5.0141 0.0142 -1.0840 -0.109
C 3.7029 0.1346 -1.4395 -0.103
N 3.0183 0.8268 -0.4872 -0.476
C 3.8993 1.1277 0.4254 0.160
H 5.9622 0.7391 0.6797 0.420
H 5.8428 -0.4434 -1.5812 0.220
H 3.2315 -0.2171 -2.3354 0.211
H 3.7004 1.6923 1.3140 0.198